{
  "formula": "C24H75O31P7",
  "method": "wB97M-V/def2-TZVPD",
  "e_lumo_ev": 0.4,
  "de_lowest_kj_mol": 0.0,
  "smiles": "COP(=O)(OC)OC.COP(=O)(OC)OC.COP(=O)(OC)OC.COP(=O)(OC)OC.COP(=O)(OC)OC.COP(=O)(OC)OC.COP(=O)(OC)OC.CO.CO.CO",
  "homo_ev": -9.79,
  "largest_force_ev_per_a": 1.94,
  "species": ["C", "O", "P", "O", "O", "C", "O", "C", "H", "H", "H", "H", "H", "H", "H", "H", "H", "C", "O", "P", "O", "O", "C", "O", "C", "H", "H", "H", "H", "H", "H", "H", "H", "H", "C", "O", "P", "O", "O", "C", "O", "C", "H", "H", "H", "H", "H", "H", "H", "H", "H", "C", "O", "P", "O", "O", "C", "O", "C", "H", "H", "H", "H", "H", "H", "H", "H", "H", "C", "O", "P", "O", "O", "C", "O", "C", "H", "H", "H", "H", "H", "H", "H", "H", "H", "C", "O", "P", "O", "O", "C", "O", "C", "H", "H", "H", "H", "H", "H", "H", "H", "H", "C", "O", "P", "O", "O", "C", "O", "C", "H", "H", "H", "H", "H", "H", "H", "H", "H", "C", "O", "H", "H", "H", "H", "C", "O", "H", "H", "H", "H", "C", "O", "H", "H", "H", "H"],
  "xyz": [[2.357832, 1.993823, 0.478556], [3.406193, 2.969927, 0.503021], [4.861237, 2.551738, 0.031585], [5.376090, 1.252777, 0.472405], [5.715175, 3.831353, 0.512432], [5.184365, 5.141444, 0.347046], [4.795420, 2.783168, -1.564745], [6.004348, 2.892846, -2.303354], [1.441694, 2.558520, 0.303726], [2.287751, 1.460871, 1.422218], [2.393912, 1.309575, -0.373115], [4.523903, 5.199533, -0.521969], [5.989482, 5.830625, 0.096088], [4.659029, 5.439793, 1.248517], [6.131325, 2.045602, -2.978334], [6.884650, 2.958161, -1.663220], [5.945603, 3.801064, -2.904537], [1.393688, 4.728101, -2.209862], [0.623353, 4.445825, -1.039863], [-0.966871, 4.369661, -1.114698], [-1.644533, 5.651790, -1.373104], [-1.273688, 3.231205, -2.189492], [-0.510578, 2.025607, -2.299384], [-1.353938, 3.658436, 0.279810], [-2.569698, 3.993213, 0.959922], [0.794691, 5.084657, -3.044223], [2.052635, 3.910011, -2.494334], [2.063933, 5.532099, -1.896208], [0.200242, 1.909279, -1.481526], [0.026781, 2.125404, -3.244753], [-1.160262, 1.155455, -2.353876], [-2.446222, 4.848895, 1.626564], [-2.761473, 3.111376, 1.569534], [-3.368838, 4.216579, 0.255147], [3.765330, 3.383441, -5.124322], [2.550393, 2.659178, -4.987140], [2.506053, 1.084264, -4.751517], [1.158432, 0.523041, -4.782466], [3.515537, 0.553555, -5.897193], [3.428360, -0.787775, -6.341628], [3.313750, 0.908758, -3.390421], [3.582162, -0.383393, -2.845379], [3.959504, 3.944449, -4.208890], [3.666838, 4.078854, -5.954251], [4.641589, 2.758316, -5.296958], [3.367616, -0.768625, -7.431870], [2.516703, -1.312584, -6.044513], [4.266692, -1.422750, -6.055508], [4.630022, -0.675128, -2.887737], [2.971930, -1.183374, -3.270470], [3.259175, -0.299602, -1.806666], [-7.730311, -0.350970, 0.091290], [-7.227640, 0.964882, -0.196984], [-5.645156, 1.120178, -0.031530], [-5.180513, 1.030399, 1.354443], [-5.040066, 0.055924, -1.062266], [-3.643828, 0.106121, -1.346637], [-5.357559, 2.500374, -0.753814], [-5.964989, 3.684542, -0.269172], [-8.283656, -0.713432, -0.771465], [-8.398698, -0.317315, 0.951585], [-6.941452, -1.052104, 0.364932], [-3.225168, -0.896138, -1.420601], [-3.055974, 0.640518, -0.596305], [-3.541984, 0.624147, -2.304031], [-5.257434, 4.510307, -0.336814], [-6.258769, 3.597892, 0.779551], [-6.858221, 4.001291, -0.809522], [-0.112350, -2.712195, 4.063751], [-0.637728, -4.021100, 3.805680], [0.235909, -5.346012, 3.891152], [1.468946, -5.245472, 4.681133], [-0.862570, -6.409912, 4.343101], [-0.395524, -7.598414, 4.988316], [0.422082, -5.748022, 2.353791], [1.287561, -5.022883, 1.504217], [0.941224, -2.799512, 4.321839], [-0.694638, -2.266721, 4.869495], [-0.251140, -2.066536, 3.196504], [-0.710231, -8.467917, 4.416467], [-0.913551, -7.669524, 5.949563], [0.659202, -7.578672, 5.254978], [1.853481, -4.226874, 1.998438], [0.781850, -4.538972, 0.671531], [2.071744, -5.686364, 1.140551], [-0.686546, 0.937679, 3.053717], [-0.521079, 1.879432, 4.112290], [0.952143, 2.311549, 4.534581], [1.816701, 1.199687, 4.961590], [1.528635, 3.104032, 3.268106], [0.960669, 4.297952, 2.759540], [0.714242, 3.447169, 5.651475], [1.888423, 4.078024, 6.198998], [-1.270031, 1.369778, 2.241327], [-1.328080, 0.132309, 3.410433], [0.244859, 0.508513, 2.692546], [0.594730, 4.161081, 1.741325], [1.685425, 5.111417, 2.703598], [0.117921, 4.612455, 3.379482], [1.834141, 5.119790, 5.885223], [2.808230, 3.665386, 5.781665], [1.865635, 3.925867, 7.272970], [-4.972628, -3.477988, -0.303334], [-4.234395, -4.342572, -1.169292], [-2.684776, -4.007279, -1.355088], [-2.025360, -3.561514, -0.122973], [-2.064149, -5.369239, -1.936092], [-1.100581, -6.057985, -1.121402], [-2.582049, -3.018788, -2.593283], [-3.587064, -2.914188, -3.602496], [-4.755542, -2.418226, -0.466858], [-4.810755, -3.711639, 0.746394], [-6.030838, -3.575388, -0.544134], [-0.121982, -5.823186, -1.546833], [-1.337353, -7.111964, -1.253294], [-1.058757, -5.775721, -0.071602], [-4.575269, -3.211045, -3.251077], [-3.279059, -3.505539, -4.462667], [-3.697105, -1.863389, -3.872447], [0.631859, -1.365372, 0.338133], [-0.359635, -0.434767, -0.059800], [0.218559, -2.371811, 0.255641], [1.485808, -1.303004, -0.340296], [1.033103, -1.140582, 1.332959], [-1.208979, -0.693872, 0.328624], [-3.345199, -1.593414, 2.497401], [-2.422358, -1.447252, 1.435211], [-3.426517, -0.759273, 3.187208], [-4.346498, -1.884470, 2.164664], [-2.997762, -2.467837, 3.065279], [-2.271884, -2.314350, 0.989709], [4.177074, -4.612792, -0.910377], [3.615242, -3.308786, -0.815669], [4.036614, -5.218569, -0.009396], [3.675238, -5.126448, -1.730495], [5.249012, -4.520908, -1.100967], [4.277828, -2.733552, -0.422419]],
  "forces_ev_per_angstrom": [[-1.1, 0.1, -0.4], [0.5, -0.5, -0.4], [0.3, 1.0, 0.0], [-0.1, 0.5, -0.3], [-0.1, -1.0, 0.0], [-0.1, 0.2, -0.7], [-0.3, -0.2, 0.7], [0.3, 0.1, -0.3], [0.0, 0.0, 0.3], [0.2, 0.0, 0.0], [0.5, -0.1, 0.1], [-0.3, -0.2, 0.2], [0.3, -0.1, 0.4], [0.0, 0.1, 0.0], [-0.2, -0.1, 0.1], [-0.1, 0.0, 0.1], [0.0, 0.0, 0.0], [0.7, 0.9, 0.3], [-0.5, -0.6, 0.4], [-0.7, -0.3, 0.0], [0.2, -0.9, 0.0], [-0.4, 0.9, 0.4], [0.6, 0.2, -0.6], [1.0, 0.7, -0.8], [0.1, -0.1, 0.3], [-0.1, -0.2, 0.0], [-0.4, -0.4, 0.1], [-0.1, 0.1, -0.2], [-0.2, -0.1, 0.0], [0.0, -0.4, 0.1], [-0.1, 0.2, 0.2], [0.2, 0.0, -0.2], [-0.5, 0.1, -0.1], [0.1, -0.2, 0.1], [0.6, 0.4, 0.2], [-0.1, -0.9, 0.2], [0.7, 0.4, -0.4], [0.2, -0.1, 0.0], [-0.4, 0.2, 0.8], [-0.6, -0.9, -1.1], [0.0, 0.3, -0.7], [-0.7, -0.4, 0.9], [-0.2, 0.0, 0.0], [-0.1, 0.0, 0.0], [-0.2, -0.2, -0.1], [0.3, 0.1, 0.0], [-0.1, 0.4, 0.4], [0.3, 0.4, 0.2], [0.1, 0.4, -0.2], [0.0, 0.2, -0.3], [0.3, -0.2, 0.1], [-0.4, -0.1, 0.4], [0.7, -0.6, -0.2], [-0.1, 0.2, -0.2], [0.1, -0.1, -0.1], [-0.7, 0.3, 0.8], [0.7, 0.4, -0.5], [-0.2, -0.3, -0.3], [-0.3, 1.0, 0.8], [0.1, 0.0, -0.1], [-0.1, 0.3, -0.1], [0.1, 0.0, -0.2], [-0.2, 0.0, 0.0], [-0.3, 0.0, 0.1], [0.2, -0.1, 0.1], [0.1, -0.2, -0.1], [0.1, -0.2, 0.0], [0.1, -0.5, -0.4], [0.0, 0.1, 0.2], [-0.1, -0.4, -0.1], [-0.6, 0.5, -0.4], [-0.3, -0.1, -0.2], [0.9, 0.5, -0.2], [-0.7, -0.3, 1.1], [-0.3, -0.3, 0.3], [1.2, 0.6, -0.1], [0.0, 0.3, 0.1], [0.2, -0.1, 0.2], [0.1, -0.3, -0.2], [0.4, 0.0, -0.3], [-0.1, 0.1, -0.1], [0.1, 0.0, -0.5], [-0.3, 0.0, 0.4], [-0.4, -0.3, 0.0], [-0.2, -0.2, -0.2], [-0.8, -0.6, -0.2], [0.4, 0.9, 0.6], [0.2, -0.1, 0.3], [-0.2, 0.7, -0.5], [0.6, -0.5, 0.3], [-0.7, 0.5, -0.2], [-0.4, -0.9, -0.9], [-0.1, -0.1, -0.6], [0.4, 0.4, -0.1], [0.3, -0.1, 0.3], [0.1, 0.2, 0.0], [0.0, -0.3, 0.1], [0.3, -0.2, 0.3], [0.0, 0.1, 0.0], [0.0, 0.1, 0.4], [-0.1, -0.2, 0.1], [0.1, 0.2, 0.0], [-0.7, 0.7, 0.1], [0.6, 0.0, -0.1], [0.1, -1.2, -0.9], [0.1, 0.3, -0.1], [-0.8, 1.3, 0.8], [0.6, -0.4, -0.6], [-0.2, -0.1, 0.9], [-0.4, 0.3, -0.3], [0.3, -0.1, 0.0], [0.1, -0.2, -0.1], [0.1, -0.4, 0.0], [0.0, -0.3, 0.0], [0.2, 0.0, 0.2], [-0.5, 0.1, 0.0], [0.2, -0.3, 0.1], [-0.1, 0.0, 0.0], [0.4, 0.0, -0.1], [-0.1, 0.1, -0.3], [0.3, 0.4, -0.3], [0.2, -0.1, 0.3], [-0.1, 0.1, -0.2], [-0.2, -0.2, 0.1], [0.2, 0.1, 0.3], [0.1, -1.9, 0.3], [-0.1, 0.5, -0.2], [0.3, 0.4, -0.5], [-0.1, 0.5, -0.2], [-0.1, 0.2, 0.4], [-0.3, 0.3, 0.3], [0.1, 0.1, -0.1], [-0.1, 0.0, 0.1], [0.0, 0.2, 0.1], [0.2, 0.0, -0.1], [0.0, -0.3, -0.2], [-0.1, 0.0, 0.1]]
}